Entry 1:
Formula: C4H5NdO3
Source: the Open Molecules 2025 dataset
Level of theory: the ωB97M-V functional and the def2-TZVPD basis

XYZ file:
```
13
Properties=species:S:1:pos:R:3:forces:R:3
O -1.127 0.660 0.115 1.0 -2.7 2.0
C -1.263 1.203 -1.213 0.1 -0.2 -0.5
C -0.532 0.331 -2.215 -1.6 0.3 -0.7
O 0.806 0.086 -1.874 0.6 -0.4 1.2
Nd 1.166 0.002 0.200 -0.7 1.4 -1.7
H -2.345 1.225 -1.454 0.5 0.3 0.0
H -0.612 0.861 -3.189 0.2 -0.3 0.3
H -1.067 -0.644 -2.350 0.4 0.1 0.1
O 0.415 -1.197 1.770 0.4 -0.1 0.8
C -0.873 -1.464 1.547 -1.0 0.3 -0.8
C -1.602 -0.781 0.637 -0.4 1.0 -0.2
H -1.330 -2.279 2.130 0.2 0.2 -0.4
H -2.664 -0.980 0.471 0.5 0.1 -0.1
```
Positions in Å, forces in eV/Å.

Its spin multiplicity is 4. For the frontier orbital gap (alpha / beta), the calculation gives 4.644 / 4.761 eV. As for the expectation value of S²: 3.760. The LUMO energy (alpha / beta) comes out at -1.25 / -1.21 eV. The value obtained for the HOMO energy (alpha / beta) is -0.217 / -0.219 Eh. Its net charge is 0.

These are the Löwdin partial charges, in e, on atoms 1 to 8: O -0.390; C -0.262; C -0.437; O -0.484; Nd 1.912; H 0.062; H 0.107; H 0.098

Entry 2:
Formula: C4H5O2P
Source: the Open Molecules 2025 dataset
Level of theory: the ωB97M-V functional and the def2-TZVPD basis

XYZ file:
```
12
Properties=species:S:1:pos:R:3:forces:R:3
O -1.536 -2.668 0.866 -1.0 -1.0 1.9
C -1.061 -2.079 0.025 1.3 1.2 -2.7
C -0.532 -1.441 -0.962 -0.7 -1.0 1.0
C -0.039 -0.948 -2.015 -0.1 0.3 0.9
O 0.435 -0.344 -2.866 0.5 0.2 -1.4
C 1.219 0.645 1.454 -0.7 0.3 -1.5
P -0.009 1.417 0.434 2.1 -3.7 -2.2
H 1.769 -0.275 1.158 -0.7 0.8 -0.7
H 0.856 0.430 2.416 -0.6 0.3 1.5
H -1.298 1.144 -0.150 -0.3 -0.4 1.0
H 0.412 1.430 -0.963 0.4 0.2 1.2
H -0.215 2.689 0.602 -0.2 2.8 1.0
```
Positions in Å, forces in eV/Å.

Its spin multiplicity is 1. For the frontier orbital gap, the calculation gives 8.097 eV. The LUMO energy comes out at 0.23 eV. The value obtained for the HOMO energy is -0.289 Eh. Its net charge is 0. As for the structure (SMILES): O=C=C=C=O.C=[PH3]. As for the energy above the lowest of the compared OMol25 structures with the same formula, charge and spin: 96.5 kcal per mole.

These are the Löwdin partial charges, in e, on atoms 1 to 8: O 0.228; C -0.210; C -0.035; C -0.262; O 0.183; C -0.368; P 0.737; H -0.019

Entry 3:
Formula: C4H5O2PS
Source: the Open Molecules 2025 dataset
Level of theory: the ωB97M-V functional and the def2-TZVPD basis

XYZ file:
```
13
Properties=species:S:1:pos:R:3:forces:R:3
C 0.925 -1.007 0.595 -1.0 1.8 -0.7
C 0.171 -0.303 -0.287 -1.4 -4.8 -0.4
C 1.850 -3.043 1.434 0.2 -0.1 0.2
C -1.391 2.137 -0.927 -0.1 0.2 -1.2
O 0.972 -2.310 0.780 -0.4 -2.3 -0.1
O -1.377 1.017 -1.810 -0.3 -0.4 -0.6
P -1.216 -0.540 -1.395 1.0 -0.4 0.5
S 2.333 -3.332 2.920 -0.4 0.5 -0.6
H 1.420 -0.422 1.300 1.5 0.6 1.1
H 0.389 0.661 -0.262 1.1 4.3 0.4
H -2.157 2.791 -1.500 1.1 -0.6 2.1
H -0.388 2.602 -0.956 -0.5 0.1 0.0
H -1.532 1.750 0.108 -0.7 0.9 -0.6
```
Positions in Å, forces in eV/Å.

Its spin multiplicity is 1. For the frontier orbital gap (alpha / beta), the calculation gives 7.077 / 6.870 eV. The LUMO energy (alpha / beta) comes out at -0.92 / -0.55 eV. The value obtained for the HOMO energy (alpha / beta) is -0.294 / -0.273 Eh. Its net charge is 0. As for the energy above the lowest of the compared OMol25 structures with the same formula, charge and spin: 70.1 kcal per mole.

These are the Löwdin partial charges, in e, on atoms 1 to 8: C -0.214; C -0.320; C -0.643; C -0.158; O -0.087; O -0.584; P 0.927; S 0.706

Entry 4:
Formula: C4H5O2Pb
Source: the Open Molecules 2025 dataset
Level of theory: the ωB97M-V functional and the def2-TZVPD basis

XYZ file:
```
12
Properties=species:S:1:pos:R:3:forces:R:3
H 2.014 -3.635 -0.530 0.0 -0.1 -0.1
O 2.432 -2.774 -0.508 -0.6 -1.1 2.2
Pb 2.989 -1.794 -2.129 0.6 1.2 -2.0
O -2.505 2.589 -0.591 0.3 -0.4 0.0
C -1.704 1.691 -0.536 -0.3 0.3 -0.1
C -0.688 1.566 0.586 0.4 0.2 0.1
C -0.255 0.193 0.844 0.1 -1.5 0.5
C 0.033 -0.957 1.100 -0.4 1.0 -0.3
H -1.647 0.918 -1.333 0.0 0.1 0.2
H -1.088 2.038 1.494 0.1 -0.1 -0.3
H 0.190 2.159 0.274 -0.3 -0.1 0.1
H 0.230 -1.994 1.327 0.1 0.6 -0.2
```
Positions in Å, forces in eV/Å.

Its spin multiplicity is 2. For the frontier orbital gap (alpha / beta), the calculation gives 5.633 / 9.334 eV. As for the expectation value of S²: 0.753. The LUMO energy (alpha / beta) comes out at -0.67 / -0.60 eV. The value obtained for the HOMO energy (alpha / beta) is -0.231 / -0.365 Eh. Its net charge is 0. As for the energy above the lowest of the compared OMol25 structures with the same formula, charge and spin: 0.0 kcal per mole.

These are the Löwdin partial charges, in e, on atoms 1 to 8: H -0.049; O -0.706; Pb 0.757; O 0.055; C -0.262; C -0.174; C -0.152; C 0.110

Entry 5:
Formula: C4H5O2Pm
Source: the Open Molecules 2025 dataset
Level of theory: the ωB97M-V functional and the def2-TZVPD basis

XYZ file:
```
12
Properties=species:S:1:pos:R:3:forces:R:3
H -0.662 3.759 -0.195 0.1 0.1 -0.2
O -1.593 0.130 0.485 -0.7 1.2 0.8
C -0.363 -1.740 -0.274 -1.0 0.9 -0.2
C 0.956 -1.757 0.106 3.4 -1.0 -2.1
C -1.490 -1.050 -0.297 0.7 -1.2 -1.0
C 1.873 -0.716 -0.096 -1.1 -0.1 1.3
O 1.514 0.483 -0.439 -0.1 1.3 -0.1
Pm -0.156 1.822 -0.178 0.5 -0.7 0.0
H -2.510 0.370 0.664 -0.4 -0.4 0.3
H 2.898 -0.854 0.282 -0.2 0.0 -0.8
H -2.361 -1.234 -0.927 0.3 0.0 0.2
H 1.665 -2.614 -0.174 -1.6 -0.1 1.6
```
Positions in Å, forces in eV/Å.

Its spin multiplicity is 6. For the frontier orbital gap (alpha / beta), the calculation gives 6.597 / 7.698 eV. As for the expectation value of S²: 8.796. The LUMO energy (alpha / beta) comes out at -5.31 / -5.10 eV. The value obtained for the HOMO energy (alpha / beta) is -0.438 / -0.470 Eh. Its net charge is +1. As for the energy above the lowest of the compared OMol25 structures with the same formula, charge and spin: 35.0 kcal per mole.

These are the Löwdin partial charges, in e, on atoms 1 to 8: H -0.246; O -0.228; C 0.042; C -0.111; C -0.179; C -0.242; O -0.358; Pm 1.792

Entry 6:
Formula: C4H5O3P
Source: the Open Molecules 2025 dataset
Level of theory: the ωB97M-V functional and the def2-TZVPD basis

XYZ file:
```
13
Properties=species:S:1:pos:R:3:forces:R:3
C -0.845 0.979 1.268 1.6 -2.9 -0.9
C -0.345 1.520 0.173 -0.1 1.5 -2.9
O 0.428 0.895 -0.827 -2.6 2.8 0.4
C 0.707 -0.397 -0.763 3.0 0.4 0.8
C 1.977 -0.693 -0.814 0.1 0.5 -0.2
O -0.179 -1.275 -0.484 -3.5 -1.7 0.3
P -1.852 -1.099 -0.374 1.3 1.5 -1.5
O -2.202 -2.381 0.143 -1.3 -2.3 1.2
H -1.371 1.509 1.967 -1.4 1.4 1.4
H -0.676 -0.111 1.498 0.2 1.5 0.1
H -0.634 2.543 -0.291 0.7 -1.7 1.5
H 2.618 0.112 -0.937 1.2 1.3 -0.3
H 2.374 -1.601 -0.558 0.6 -2.3 0.1
```
Positions in Å, forces in eV/Å.

Its spin multiplicity is 1. For the frontier orbital gap, the calculation gives 8.603 eV. The LUMO energy comes out at -0.40 eV. The value obtained for the HOMO energy is -0.331 Eh. Its net charge is 0. As for the structure (SMILES): C=COC(=C)OP=O. As for the energy above the lowest of the compared OMol25 structures with the same formula, charge and spin: 7.2 kcal per mole.

These are the Löwdin partial charges, in e, on atoms 1 to 8: C -0.027; C -0.177; O -0.015; C -0.619; C 0.127; O -0.202; P 0.912; O -0.384

Entry 7:
Formula: C4H5O3S
Source: the Open Molecules 2025 dataset
Level of theory: the ωB97M-V functional and the def2-TZVPD basis

XYZ file:
```
13
Properties=species:S:1:pos:R:3:forces:R:3
C 0.212 1.255 -0.059 0.0 -2.2 0.6
C 1.719 1.515 0.437 -2.7 0.5 -0.7
C -0.545 -1.583 0.138 0.2 -0.8 -0.5
C -0.024 -0.737 -0.976 -2.9 4.7 2.8
O 1.875 0.760 1.396 1.2 -0.1 0.3
O 2.309 2.389 -0.189 1.1 -0.1 0.3
O -2.285 0.897 0.268 -0.8 0.5 0.4
S -1.158 1.824 0.665 1.4 -1.5 -1.8
H -1.236 -2.393 -0.246 1.1 0.4 0.2
H -1.193 -1.026 0.801 0.1 0.4 0.0
H 0.320 -1.927 0.679 0.0 -0.8 0.5
H 0.845 -0.802 -1.534 1.6 -0.5 -0.7
H -0.839 -0.171 -1.379 -0.4 -0.4 -1.3
```
Positions in Å, forces in eV/Å.

Its spin multiplicity is 1. For the frontier orbital gap, the calculation gives 7.922 eV. The LUMO energy comes out at 3.56 eV. The value obtained for the HOMO energy is -0.160 Eh. Its net charge is -1. As for the energy above the lowest of the compared OMol25 structures with the same formula, charge and spin: 88.5 kcal per mole.

These are the Löwdin partial charges, in e, on atoms 1 to 8: C -0.250; C -0.832; C -0.167; C -0.037; O -0.042; O -0.045; O -0.705; S 0.822

Entry 8:
Formula: C4H5O4Yb
Source: the Open Molecules 2025 dataset
Level of theory: the ωB97M-V functional and the def2-TZVPD basis

XYZ file:
```
14
Properties=species:S:1:pos:R:3:forces:R:3
O -0.541 0.521 -1.969 0.8 0.5 -1.2
C -4.097 -0.216 0.705 -0.6 0.0 0.1
O -5.138 -0.257 1.116 0.4 0.0 -0.1
O -0.505 0.477 1.425 0.8 0.3 1.0
C 0.700 0.325 1.572 0.1 0.1 0.2
C 1.548 -0.300 0.508 0.1 0.0 0.0
O 0.756 -0.720 -0.568 0.2 -0.5 0.5
C 0.728 0.104 -1.813 0.2 0.4 -0.7
Yb -1.585 -0.198 -0.378 -1.4 -0.9 0.1
H 1.192 0.639 2.507 -0.1 0.0 -0.1
H 2.085 -1.154 0.954 -0.1 0.2 -0.1
H 2.319 0.431 0.212 -0.1 -0.1 0.1
H 1.079 -0.574 -2.611 -0.1 0.2 0.3
H 1.459 0.921 -1.661 -0.2 -0.2 0.0
```
Positions in Å, forces in eV/Å.

Its spin multiplicity is 1. For the frontier orbital gap, the calculation gives 7.774 eV. The LUMO energy comes out at -3.99 eV. The value obtained for the HOMO energy is -0.432 Eh. Its net charge is +1. As for the energy above the lowest of the compared OMol25 structures with the same formula, charge and spin: 0.0 kcal per mole.

These are the Löwdin partial charges, in e, on atoms 1 to 8: O -0.327; C 0.003; O 0.142; O -0.065; C -0.118; C -0.168; O -0.222; C -0.344

Entry 9:
Formula: C4H5O5Pb
Source: the Open Molecules 2025 dataset
Level of theory: the ωB97M-V functional and the def2-TZVPD basis

XYZ file:
```
15
Properties=species:S:1:pos:R:3:forces:R:3
O 1.843 0.779 0.207 -0.2 -0.3 0.0
C 2.502 -0.325 0.023 -2.1 0.1 -0.3
C 0.329 0.446 0.275 0.9 0.1 -0.1
O 3.715 -0.365 -0.174 0.2 -0.9 0.1
O 1.757 -1.397 -0.023 0.9 -0.3 -0.1
C 0.352 -1.054 -0.034 -0.7 0.2 0.2
Pb 5.253 1.133 -0.144 0.8 0.9 0.0
H -0.092 1.040 -0.542 -0.3 0.0 0.8
H 0.077 0.668 1.316 -0.4 0.3 -0.7
H -0.049 -1.287 -1.025 0.1 0.0 0.3
H -0.139 -1.660 0.732 0.0 0.2 -0.3
O -4.594 0.319 -0.024 -0.4 -0.3 0.2
C -3.302 0.762 -0.339 0.7 -0.1 -0.1
O -2.490 0.370 0.510 0.3 0.0 -0.1
H -5.162 0.572 -0.759 0.2 0.2 0.0
```
Positions in Å, forces in eV/Å.

Its spin multiplicity is 2. For the frontier orbital gap (alpha / beta), the calculation gives 1.817 / 1.955 eV. As for the expectation value of S²: 0.754. The LUMO energy (alpha / beta) comes out at -3.02 / -2.91 eV. The value obtained for the HOMO energy (alpha / beta) is -0.178 / -0.179 Eh. Its net charge is 0. As for the energy above the lowest of the compared OMol25 structures with the same formula, charge and spin: 61.9 kcal per mole.

These are the Löwdin partial charges, in e, on atoms 1 to 8: O 0.054; C -0.633; C 0.004; O -0.285; O 0.104; C -0.062; Pb 1.098; H 0.132

Entry 10:
Formula: C4H5O6Tl
Source: the Open Molecules 2025 dataset
Level of theory: the ωB97M-V functional and the def2-TZVPD basis

XYZ file:
```
16
Properties=species:S:1:pos:R:3:forces:R:3
H -0.502 -0.166 -0.235 -3.3 -3.2 1.1
O 2.010 1.090 -0.462 3.4 2.0 -3.9
C 1.811 -0.086 -0.010 -4.6 -2.3 3.7
O 1.626 -0.212 1.214 1.0 -0.4 -0.7
O 1.090 -0.845 -0.864 1.1 0.5 -0.8
C 0.583 -2.144 -0.510 0.5 -1.1 0.7
O -1.508 -1.029 0.136 4.1 4.1 -0.4
C -2.152 0.848 0.287 -1.5 1.5 4.2
C -0.936 -2.118 -0.585 -1.0 -0.9 -1.2
O -1.019 1.279 -0.094 -1.4 -0.6 -1.7
O -2.984 1.148 1.049 1.4 -1.9 -3.0
Tl 0.699 2.148 0.502 0.6 2.1 2.2
H 0.911 -2.448 0.492 0.1 0.3 -0.3
H 0.969 -2.844 -1.260 -0.1 0.1 0.2
H -1.247 -2.046 -1.640 0.0 -0.3 0.3
H -1.321 -3.029 -0.114 -0.1 0.1 -0.4
```
Positions in Å, forces in eV/Å.

Its spin multiplicity is 1. For the frontier orbital gap (alpha / beta), the calculation gives 4.605 / 4.561 eV. The LUMO energy (alpha / beta) comes out at -14.70 / -14.78 eV. The value obtained for the HOMO energy (alpha / beta) is -0.710 / -0.711 Eh. Its net charge is +2. As for the energy above the lowest of the compared OMol25 structures with the same formula, charge and spin: 119.3 kcal per mole.

These are the Löwdin partial charges, in e, on atoms 1 to 8: H 0.261; O -0.016; C -0.628; O 0.115; O 0.042; C -0.061; O -0.054; C -0.216

Entry 11:
Formula: C4H5OP
Source: the Open Molecules 2025 dataset
Level of theory: the ωB97M-V functional and the def2-TZVPD basis

XYZ file:
```
11
Properties=species:S:1:pos:R:3:forces:R:3
C 1.119 0.192 -0.278 0.1 0.7 -1.5
C 1.141 -1.125 0.177 -1.0 -2.1 1.0
C -0.246 0.863 -0.230 2.6 -0.2 -3.0
C -1.236 -0.029 0.505 -3.0 2.2 -0.6
O 2.038 -1.950 0.202 1.1 0.1 -0.3
P -0.554 -1.713 0.663 -0.1 0.5 0.2
H 1.970 0.443 -0.985 -1.1 0.4 1.1
H -0.026 1.894 0.085 -0.9 -0.1 0.0
H -0.446 0.870 -1.398 -0.2 0.4 2.2
H -1.525 0.558 1.463 0.2 -1.5 -1.2
H -2.234 -0.003 -0.205 2.1 -0.3 2.0
```
Positions in Å, forces in eV/Å.

Its spin multiplicity is 1. For the frontier orbital gap (alpha / beta), the calculation gives 7.016 / 7.527 eV. The LUMO energy (alpha / beta) comes out at -1.41 / -1.38 eV. The value obtained for the HOMO energy (alpha / beta) is -0.310 / -0.327 Eh. Its net charge is 0. As for the energy above the lowest of the compared OMol25 structures with the same formula, charge and spin: 52.6 kcal per mole.

These are the Löwdin partial charges, in e, on atoms 1 to 8: C -0.037; C -0.729; C -0.301; C -0.519; O -0.055; P 1.021; H 0.141; H 0.108

Entry 12:
Formula: C4H5OP
Source: the Open Molecules 2025 dataset
Level of theory: the ωB97M-V functional and the def2-TZVPD basis

XYZ file:
```
11
Properties=species:S:1:pos:R:3:forces:R:3
C -1.102 -0.308 -1.105 0.0 -0.6 -1.6
C -0.509 0.819 -0.630 -1.4 0.6 1.3
C -0.565 -1.166 0.045 -0.8 -1.8 0.6
C -0.045 0.194 0.575 2.1 -0.2 0.8
O 2.994 1.646 1.366 0.7 3.1 2.4
P 2.730 0.540 0.519 -1.8 -3.4 -2.5
H -1.621 -0.551 -2.085 0.6 0.3 1.5
H -0.699 1.877 -0.744 0.4 0.1 -0.8
H -1.392 -1.635 0.749 1.6 0.8 -1.5
H 0.160 -2.006 -0.312 -1.0 1.5 1.0
H 0.049 0.589 1.621 -0.4 -0.5 -1.2
```
Positions in Å, forces in eV/Å.

Its spin multiplicity is 1. For the frontier orbital gap (alpha / beta), the calculation gives 6.784 / 6.201 eV. The LUMO energy (alpha / beta) comes out at -0.64 / -0.86 eV. The value obtained for the HOMO energy (alpha / beta) is -0.273 / -0.260 Eh. Its net charge is 0. As for the energy above the lowest of the compared OMol25 structures with the same formula, charge and spin: 78.8 kcal per mole.

These are the Löwdin partial charges, in e, on atoms 1 to 8: C -0.110; C -0.177; C -0.215; C -0.255; O -0.588; P 0.816; H 0.109; H 0.094

These records have energy values of -25643.767 -17607.803 -28442.673 -13567.735 -24866.780 -19658.301 -21204.521 -43942.042 -19709.339 -21178.676 -15561.734 -15560.598 eV, in the order they appear.